[1]
{
  "formula": "C13H37N5NaO8S",
  "method": "the ωB97M-V functional and the def2-TZVPD basis",
  "total_charge": -1,
  "e_above_lowest_kcal_mol": 213.1,
  "homo_energy_ev": -2.19,
  "symbols": ["Na", "S", "O", "O", "O", "O", "C", "C", "C", "O", "C", "N", "H", "H", "H", "H", "H", "H", "H", "H", "H", "H", "H", "C", "C", "C", "O", "C", "N", "H", "H", "H", "H", "H", "H", "H", "H", "H", "H", "H", "C", "C", "C", "O", "C", "N", "H", "H", "H", "H", "H", "H", "H", "H", "H", "H", "H", "C", "O", "N", "N", "H", "H", "H", "H"],
  "positions_angstrom": [[1.5215, 0.0682, -1.2335], [5.2625, -2.7657, -3.8490], [5.3253, -3.4251, -2.5577], [6.5634, -2.8509, -4.5150], [4.2181, -3.4502, -4.6453], [4.8348, -1.3819, -3.7127], [-1.4759, 5.2212, 0.3379], [-0.0002, 5.3727, 0.6516], [0.1964, 5.2616, 2.2003], [1.5218, 5.5121, 2.6235], [1.9084, 5.0336, 3.9303], [0.8490, 4.5540, -0.1699], [-1.6055, 5.1628, -0.7427], [-2.1877, 5.9186, 0.7796], [-1.8094, 4.3337, 0.8757], [0.3060, 6.3720, 0.3422], [-0.2074, 4.3015, 2.5219], [-0.4079, 6.0920, 2.5655], [1.9934, 3.9477, 3.8883], [1.2178, 5.2905, 4.7335], [2.7915, 5.5992, 4.2275], [1.6852, 5.0670, 0.0704], [0.8400, 4.7123, -1.1674], [-3.1117, -1.8278, -5.0079], [-3.0553, -3.3372, -4.6520], [-3.2483, -4.3156, -5.9337], [-4.3417, -5.0686, -5.6400], [-4.6891, -6.1353, -6.4837], [-1.6696, -3.4353, -4.1867], [-3.4304, -1.2608, -4.1332], [-4.0644, -1.7029, -5.5226], [-2.2540, -1.3982, -5.5254], [-3.7834, -3.5753, -3.8766], [-2.4057, -4.9812, -6.1203], [-3.3982, -3.7214, -6.8351], [-3.8767, -6.7810, -6.8171], [-5.3135, -5.8292, -7.3231], [-5.3595, -6.7888, -5.9254], [-0.9819, -3.5188, -4.9217], [-1.7627, -4.4108, -3.9419], [-2.4109, -2.3290, 3.4017], [-1.5702, -1.0647, 3.5753], [-1.5120, -0.4118, 4.9982], [-2.6504, 0.3606, 5.3704], [-2.5289, 0.9684, 6.6493], [-0.2449, -1.4346, 3.1167], [-2.1902, -3.0016, 2.5729], [-3.5000, -2.3272, 3.3583], [-2.1517, -2.9776, 4.2385], [-1.8831, -0.2202, 2.9613], [-0.6831, 0.2876, 5.1077], [-1.3679, -1.2039, 5.7330], [-1.8208, 1.7536, 6.3840], [-2.4287, 0.4924, 7.6247], [-3.4015, 1.5987, 6.8206], [0.1794, -1.0205, 3.9343], [-0.0720, -2.4265, 3.1958], [6.8392, 1.2106, 1.1698], [7.1449, 1.9939, 2.0442], [6.7190, -0.1033, 1.3866], [6.7701, 1.5698, -0.0457], [6.3930, -0.6942, 0.6352], [6.6895, -0.3731, 2.3594], [6.3606, 0.9259, -0.7073], [6.7255, 2.5679, -0.1934]]
}

[2]
{
  "formula": "C13H39N13O26",
  "method": "the ωB97M-V functional and the def2-TZVPD basis",
  "e_above_lowest_kcal_mol": 0.0,
  "homo_energy_ev": -10.73,
  "symbols": ["C", "N", "O", "O", "H", "H", "H", "C", "N", "O", "O", "H", "H", "H", "C", "N", "O", "O", "H", "H", "H", "C", "N", "O", "O", "H", "H", "H", "C", "N", "O", "O", "H", "H", "H", "C", "N", "O", "O", "H", "H", "H", "C", "N", "O", "O", "H", "H", "H", "C", "N", "O", "O", "H", "H", "H", "C", "N", "O", "O", "H", "H", "H", "C", "N", "O", "O", "H", "H", "H", "C", "N", "O", "O", "H", "H", "H", "C", "N", "O", "O", "H", "H", "H", "C", "N", "O", "O", "H", "H", "H"],
  "positions_angstrom": [[0.4770, 0.2629, 0.0585], [-1.0083, 0.2295, 0.1313], [-1.5072, -0.8680, 0.2633], [-1.6074, 1.2796, 0.0210], [0.9678, -0.6788, 0.2520], [0.7672, 1.0392, 0.7670], [0.7009, 0.6583, -0.9290], [-4.1340, 1.3711, 1.8514], [-4.4000, 2.1684, 0.6213], [-3.7621, 3.1968, 0.5164], [-5.2357, 1.7940, -0.1732], [-3.1538, 0.9331, 1.7425], [-4.9764, 0.6955, 1.9395], [-4.2136, 2.0695, 2.6804], [0.8351, 1.4725, -4.5337], [2.0131, 1.2812, -3.6685], [2.1731, 2.0538, -2.7399], [2.8283, 0.4362, -3.9889], [1.0990, 2.3138, -5.1724], [-0.0495, 1.6390, -3.9309], [0.7562, 0.5987, -5.1717], [0.3920, -2.9327, -4.2757], [-0.2603, -1.8164, -3.5429], [0.3336, -1.3881, -2.5686], [-1.2547, -1.3306, -4.0120], [1.0192, -3.5020, -3.6046], [0.9017, -2.3932, -5.0725], [-0.4173, -3.5287, -4.6869], [4.2131, 4.2596, 1.2071], [2.9771, 3.8027, 0.5204], [2.5940, 4.4662, -0.4257], [2.4202, 2.8212, 0.9520], [3.9390, 4.3926, 2.2538], [4.5392, 5.2255, 0.8444], [4.9390, 3.4594, 1.1031], [-6.0598, -2.5286, 1.4172], [-4.9245, -2.1390, 2.2980], [-3.9692, -1.6267, 1.7487], [-5.0293, -2.3590, 3.4873], [-6.4363, -1.6349, 0.9177], [-6.8804, -2.8660, 2.0391], [-5.6499, -3.2071, 0.6779], [-3.5392, -0.6718, -2.0405], [-4.8876, -1.2649, -2.3631], [-5.6219, -1.5960, -1.4576], [-5.1870, -1.2814, -3.5390], [-3.3262, -0.1134, -2.9434], [-2.8138, -1.4499, -1.8396], [-3.6276, 0.0254, -1.2136], [3.9192, -1.1383, 2.5712], [4.6832, 0.1313, 2.4453], [5.5173, 0.2529, 1.5808], [4.3980, 0.9979, 3.2499], [4.5645, -1.9110, 2.1592], [3.0290, -0.9791, 1.9675], [3.7128, -1.3272, 3.6159], [-1.0413, 4.4838, 1.3866], [-0.1007, 5.0643, 2.4042], [0.8612, 4.3759, 2.7207], [-0.2592, 6.2129, 2.7462], [-1.5627, 3.6143, 1.7638], [-0.4254, 4.2359, 0.5276], [-1.7538, 5.2793, 1.1976], [5.0980, 1.3026, -1.3524], [4.7240, -0.1321, -1.2582], [3.6013, -0.3533, -0.8295], [5.4828, -0.9831, -1.6440], [6.1729, 1.3640, -1.2084], [4.5771, 1.7756, -0.5270], [4.7852, 1.7292, -2.2989], [0.5047, 1.7271, 4.5370], [-0.7529, 1.6801, 3.7663], [-1.4329, 2.6790, 3.8317], [-0.9878, 0.7049, 3.0976], [1.2137, 2.3343, 3.9789], [0.8456, 0.7068, 4.6876], [0.3044, 2.1854, 5.4998], [2.5896, -3.6311, 0.1118], [1.6953, -4.7256, -0.3396], [1.2128, -4.5865, -1.4387], [1.4637, -5.6062, 0.4517], [3.6017, -3.7847, -0.2620], [2.6288, -3.5634, 1.1935], [2.2676, -2.6829, -0.3140], [-1.7042, -3.9110, -0.4520], [-1.7590, -4.8420, -1.5875], [-1.7616, -6.0205, -1.3602], [-1.8962, -4.3948, -2.7099], [-1.1704, -2.9753, -0.6033], [-1.0862, -4.3023, 0.3589], [-2.7128, -3.7557, -0.0828]]
}

Calculated orbital gap in order - 2.502; 10.355 eV